Below is an isolated molecule of C6H8, with properties calculated with ωB97M-V with the def2-TZVPD basis set.

Last column: natural (NBO) charge in e.
Geometry (Å):
C1 1.21 -1.66 -0.38  -0.3452
C2 1.44 -0.82 0.48  0.0577
C3 1.11 0.46 0.99  -0.4804
C4 -0.25 1.03 -0.09  -0.1966
C5 -1.55 0.24 -0.01  -0.4334
C6 -0.63 0.16 -1.20  -0.4319
H1 1.45 -2.60 -0.83  0.2495
H2 0.68 0.45 2.00  0.2347
H3 1.93 1.19 0.92  0.2345
H4 -0.14 2.11 -0.07  0.2276
H5 -2.54 0.71 -0.03  0.2145
H6 -1.52 -0.64 0.65  0.2047
H7 0.11 -0.88 -1.10  0.2334
H8 -0.83 0.40 -2.25  0.2308

Calculated values
Structure (SMILES): C#CCC1CC1
Gap between HOMO and LUMO, eV: 10.20
Relative energy (zero: lowest compared OMol25 entry of this formula, charge and spin), kcal per mole: 90.91
LUMO, eV: 1.20
Electronic energy, hartree: -233.24213

=====

Below is a cluster of 2 separate species, C2H2S3 in total, with properties calculated with ωB97M-V with the def2-TZVPD basis set.

Last column: natural (NBO) charge in e.
Geometry (Å):
C1 1.11 -0.60 0.09  -0.2183
C2 1.43 0.51 -0.13  -0.2248
S1 -1.71 -1.58 0.24  -0.1899
S2 -1.27 1.65 0.33  -0.1856
S3 -2.18 0.11 -0.52  0.3699
H1 0.94 -1.60 0.21  0.2232
H2 1.68 1.51 -0.21  0.2255

Calculated values
Gap between HOMO and LUMO (spin up / spin down), eV: 6.94 / 6.90
Relative energy (zero: lowest compared OMol25 entry of this formula, charge and spin), kcal per mole: 53.09
LUMO (spin up / spin down), eV: -2.42 / -2.43
Electronic energy, hartree: -1271.84996